[1]
{
  "formula": "C38H39N2O4S3Zr",
  "method": "ωB97M-V/def2-TZVPD",
  "orbital_gap_ha": [0.1775, 0.2272],
  "charge": -2,
  "multiplicity": 2,
  "lumo_ev": [4.44, 4.44],
  "e_homo_ev": [-0.388, -1.743],
  "largest_force_ev_per_a": 1.496,
  "species": ["C", "C", "C", "C", "C", "O", "C", "H", "H", "H", "H", "H", "C", "C", "H", "H", "C", "C", "C", "C", "C", "H", "O", "O", "C", "H", "C", "S", "H", "H", "H", "C", "H", "H", "H", "H", "H", "C", "C", "C", "H", "C", "H", "H", "C", "C", "C", "S", "C", "H", "H", "H", "H", "H", "C", "H", "H", "H", "H", "N", "Zr", "C", "H", "H", "C", "H", "C", "H", "C", "H", "C", "C", "N", "C", "H", "H", "C", "H", "C", "S", "C", "C", "O", "C", "C", "H", "H"],
  "positions_angstrom": [[-1.3547, 4.0525, 2.0387], [0.6832, 2.0284, -3.5089], [1.5680, -1.9557, 3.9549], [-1.4818, 5.1963, 2.7922], [0.0441, 4.1462, -5.2679], [-1.6532, 4.6004, -0.5339], [-1.8385, 5.0715, 4.1347], [0.1388, -0.6649, 4.9586], [3.2780, -3.1863, 3.3943], [0.5909, -1.8484, -1.7035], [0.7198, 0.8185, -5.2776], [-2.6067, 1.7638, -4.9732], [-0.2638, -3.4181, 0.3433], [1.5157, 0.1687, 2.5831], [-1.9773, -2.7175, -0.8313], [-2.3003, 3.7027, 5.7410], [-4.1296, 1.9069, -3.3999], [1.0939, -1.1531, 5.1601], [1.8391, -4.5395, -3.2986], [-0.0902, -4.4726, 1.4540], [-4.4929, 1.4514, -2.1712], [-5.4066, 1.7766, -1.6955], [-1.3787, 0.4972, 1.7003], [0.6072, 4.2024, 0.3017], [0.1246, -2.0130, 0.8949], [1.8312, -6.5342, -2.5037], [-2.9464, 1.4398, -4.0004], [-4.2298, -0.1598, 0.0264], [2.8644, -3.2804, 5.1144], [-0.2130, 4.9575, -5.9388], [2.3495, -4.8146, -4.2147], [1.5489, -5.4998, -2.3400], [1.7000, -2.4316, -3.7738], [-0.5535, -4.0946, 2.3678], [-2.0562, -4.4283, -0.3519], [0.9782, -1.8025, 6.0330], [3.0424, 1.8235, -0.8914], [2.9228, -2.6090, 4.2502], [2.5317, 0.1521, 0.3586], [1.6262, -1.1595, 2.6800], [0.1769, 2.6641, -6.8214], [-1.3915, 1.8076, 1.5719], [0.9547, -4.7033, 1.6727], [-1.9514, 5.9538, 4.7516], [0.8993, -5.1447, -1.1603], [0.4921, 3.3295, -3.0381], [1.6455, 0.8573, 1.2804], [1.0403, 0.6597, -2.4631], [0.5262, -3.8245, -0.9051], [1.3486, 0.7898, 3.4576], [-2.3595, -3.1308, 0.8292], [0.6098, 3.5286, -1.9846], [-2.0661, 1.6580, 4.3795], [2.0105, -2.9323, 1.5203], [0.8329, -2.8821, -1.8842], [-1.2982, 6.1699, 2.3524], [3.9859, 0.3689, -1.2251], [3.2028, -1.7639, -0.2496], [1.7735, 1.9353, 1.3188], [-1.0688, 2.2718, 0.2934], [-0.2501, 0.1144, 0.0479], [-3.7154, 0.5125, -1.4222], [-1.2277, 0.1836, -3.6023], [-0.5891, -5.4119, 1.1959], [-2.0386, 3.7835, 4.6912], [-4.7564, 2.6260, -3.9144], [0.2603, 2.8622, -5.7578], [-0.0037, 5.3526, -3.4840], [-1.7548, -3.4242, -0.0340], [3.6678, -1.8361, 4.4603], [-2.1753, 0.5857, -3.2772], [-1.9103, 2.6373, 3.9459], [-2.5158, 0.2118, -2.0212], [2.5178, -1.1986, 0.3745], [-0.4902, -1.9241, 1.8053], [0.8469, -2.7708, 3.7971], [-1.5744, 2.7588, 2.5717], [4.2902, 1.3147, 0.2569], [0.5692, 1.8211, -4.8918], [-0.8023, 3.8877, 0.3882], [0.1651, 4.3662, -3.9004], [3.5181, 0.9570, -0.4343], [-1.6111, -0.5641, -1.3856], [1.4762, -3.2178, -3.0621], [1.6112, -1.9246, 1.3622], [1.8167, -0.3732, 5.4188], [0.6868, -5.9156, -0.4307]],
  "forces_ev_per_a": [[0.0, 0.3, 0.2], [-0.2, -0.1, 0.0], [0.0, -0.1, 0.0], [0.0, -0.1, -0.1], [0.0, -0.1, 0.0], [0.0, 0.1, -0.1], [0.0, 0.0, 0.1], [0.0, 0.0, 0.0], [0.0, 0.0, 0.0], [-0.1, 0.1, -0.2], [0.0, 0.0, 0.0], [0.0, 0.0, 0.0], [0.1, 0.1, -0.1], [0.2, 0.3, -0.1], [0.1, 0.0, 0.0], [0.0, 0.0, 0.0], [0.0, 0.1, -0.1], [0.0, 0.0, 0.0], [0.0, 0.0, 0.0], [-0.1, 0.0, 0.0], [-0.1, -0.1, 0.2], [0.0, 0.0, 0.0], [-0.3, 0.3, 0.2], [0.1, 0.0, 0.0], [0.1, -0.3, 0.1], [0.0, 0.0, 0.0], [0.0, 0.0, 0.0], [0.1, 0.0, -0.1], [0.0, 0.0, 0.0], [0.0, 0.0, 0.0], [0.0, 0.0, 0.0], [0.0, 0.1, 0.0], [0.0, 0.0, 0.0], [0.0, 0.0, 0.0], [0.0, 0.0, 0.0], [0.0, 0.0, 0.0], [0.0, 0.0, 0.0], [0.0, 0.0, 0.0], [0.1, 0.0, 0.2], [-0.1, -0.1, -0.1], [0.0, 0.0, 0.0], [-0.1, -0.2, -0.2], [0.0, 0.0, 0.0], [0.0, 0.0, 0.0], [0.0, 0.0, 0.0], [0.0, 0.0, 0.0], [0.1, -0.1, 0.1], [0.2, 0.1, 0.2], [-0.1, 0.0, 0.0], [-0.1, 0.0, 0.0], [0.0, 0.0, 0.0], [0.0, 0.0, 0.1], [0.0, 0.0, 0.0], [0.1, 0.0, 0.0], [0.0, 0.0, 0.2], [0.0, 0.0, 0.0], [0.0, 0.0, 0.0], [0.0, 0.0, 0.0], [0.0, 0.0, 0.0], [0.0, 0.0, 0.8], [1.1, -0.1, -1.0], [-0.1, 0.2, -0.2], [0.0, 0.0, 0.0], [0.0, 0.0, 0.0], [0.0, 0.0, 0.0], [0.0, 0.0, 0.0], [0.0, 0.0, 0.1], [0.0, 0.0, 0.0], [0.0, 0.0, 0.0], [0.0, 0.0, 0.0], [0.1, 0.0, 0.0], [0.0, 0.1, 0.0], [0.0, -0.2, -0.1], [-0.2, -0.1, 0.0], [0.0, 0.0, 0.0], [0.0, 0.0, 0.0], [0.0, 0.1, 0.0], [0.0, 0.0, 0.0], [0.0, 0.0, -0.1], [-0.2, -0.3, -0.3], [0.0, 0.0, 0.0], [0.0, 0.0, 0.0], [-0.8, 0.1, 0.1], [0.0, -0.1, 0.0], [0.0, 0.1, 0.1], [0.0, 0.0, 0.0], [0.0, 0.0, 0.0]],
  "mulliken_charge": [0.016, -0.020, 1.117, -0.599, -0.474, -0.670, -0.708, 0.334, 0.365, 0.820, 0.313, 0.408, 2.484, 0.707, 0.231, 0.357, -0.188, -1.749, -0.473, -2.499, -0.705, 0.386, -0.717, -0.693, -0.966, 0.367, -0.908, -0.434, 0.458, 0.350, 0.389, -0.888, 0.464, 0.386, 0.449, 0.430, 0.293, -1.534, 1.481, -0.722, 0.338, 1.247, 0.408, 0.355, -0.657, -0.270, -1.964, -0.025, -0.332, 0.378, 0.365, 0.367, 0.451, 1.197, 0.548, 0.420, 0.358, 0.185, 1.052, -0.326, -0.751, 0.389, 0.912, 0.576, -0.460, 0.327, -0.546, 0.403, -1.753, 0.295, -0.531, -0.635, 0.022, -1.564, 1.040, -0.139, -0.135, 0.399, -0.347, 0.831, -0.531, -1.604, -0.724, -1.245, 1.388, 0.323, 0.306]
}

=====

[2]
{
  "formula": "C4H3N3",
  "method": "ωB97M-V/def2-TZVPD",
  "orbital_gap_ha": 0.3548,
  "charge": 0,
  "multiplicity": 1,
  "lumo_ev": 0.28,
  "de_lowest_kcal_mol": 49.2,
  "e_homo_ev": -9.374,
  "largest_force_ev_per_a": 1.263,
  "species": ["C", "H", "C", "C", "N", "N", "H", "H", "N", "C"],
  "positions_angstrom": [[1.6480, 0.5471, 0.0646], [-2.1731, -0.9555, 0.0818], [-0.7933, 0.6172, -0.0710], [-1.1284, -0.6719, 0.0336], [2.6918, 0.0666, 0.2335], [0.4793, 1.1793, -0.1334], [0.5403, 2.1773, -0.2623], [-1.5841, 1.3565, -0.1229], [-0.2184, -1.7064, 0.0779], [0.5379, -2.6102, 0.0983]],
  "forces_ev_per_a": [[1.0, -0.4, 0.2], [0.2, 0.1, 0.0], [-0.1, -0.2, 0.0], [-0.1, 0.3, 0.0], [-1.1, 0.5, -0.2], [0.0, 0.0, 0.0], [0.0, -0.1, 0.0], [0.1, -0.1, 0.0], [0.7, -0.8, 0.0], [-0.8, 0.8, 0.0]],
  "nbo_charge": [0.403, 0.233, 0.019, -0.121, -0.321, -0.637, 0.429, 0.221, -0.568, 0.341]
}

=====

[3]
{
  "formula": "CH5N4O2S",
  "method": "ωB97M-V/def2-TZVPD",
  "orbital_gap_ha": 0.3962,
  "charge": 1,
  "multiplicity": 1,
  "lumo_ev": -4.41,
  "de_lowest_kcal_mol": 26.9,
  "smiles": "[H]/N=C1/N[NH2+][S@@](=N)(=O)O1",
  "e_homo_ev": -15.188,
  "largest_force_ev_per_a": 3.204,
  "species": ["N", "S", "H", "H", "H", "O", "N", "H", "O", "N", "H", "N", "C"],
  "positions_angstrom": [[-0.6817, -1.1211, 0.3105], [-0.5540, 0.0616, -1.2071], [1.1458, -1.1265, 1.3002], [0.8363, 2.5719, 1.5724], [-1.5585, -0.8829, 0.7570], [-1.7731, 0.1316, -1.8951], [1.0849, 1.5856, 1.7700], [-0.4636, -2.0710, -0.0409], [-0.3669, 1.2120, -0.0932], [0.2923, -0.5804, 1.1078], [0.7937, -0.5507, -2.7592], [0.8048, -0.1043, -1.7988], [0.4398, 0.8742, 0.9764]],
  "forces_ev_per_a": [[0.5, 0.8, -1.6], [2.3, 0.9, -0.5], [-0.8, 0.3, -0.3], [0.8, -0.3, 0.1], [-0.9, -1.1, -0.1], [-1.0, -0.1, 0.4], [-1.5, 0.2, -1.1], [-0.6, 0.3, 0.7], [-0.9, 0.4, -0.7], [2.5, 0.9, 1.8], [0.0, 0.6, 1.3], [-0.7, -0.9, -0.9], [0.2, -2.1, 0.8]],
  "nbo_charge": [-0.552, 2.253, 0.447, 0.398, 0.451, -0.787, -0.565, 0.470, -0.662, -0.494, 0.446, -1.046, 0.641]
}

=====

[4]
{
  "formula": "C17H23LiN5O2SSi",
  "method": "ωB97M-V/def2-TZVPD",
  "orbital_gap_ha": 0.1998,
  "charge": -1,
  "multiplicity": 1,
  "lumo_ev": 2.27,
  "de_lowest_kcal_mol": 0.0,
  "e_homo_ev": -3.162,
  "largest_force_ev_per_a": 0.923,
  "species": ["H", "O", "H", "H", "C", "H", "O", "H", "H", "C", "H", "H", "H", "Si", "N", "C", "N", "H", "N", "C", "C", "H", "H", "C", "H", "H", "C", "H", "C", "H", "H", "C", "N", "C", "C", "C", "N", "H", "Li", "C", "C", "C", "H", "H", "H", "C", "C", "H", "H", "S"],
  "positions_angstrom": [[4.6819, 6.4112, -4.5782], [0.9064, 1.7173, -4.8466], [-2.4699, -2.7670, 0.9256], [2.2887, 6.4617, -5.1931], [1.9388, 4.4309, -4.6118], [0.8909, 4.4294, -4.8777], [-1.4305, 1.7866, 0.2711], [1.4172, 3.8512, 0.4916], [-0.4489, -3.6688, -2.5095], [2.4948, 3.2814, -4.0652], [5.6944, 4.2656, 0.0795], [4.2697, 2.3450, -3.3093], [1.3904, 0.3276, -2.9255], [-1.0879, -1.7543, -0.9402], [-0.2432, 3.8942, -2.2132], [3.5303, 4.2902, 0.2622], [-2.5073, 2.3770, -0.0490], [-2.4104, -0.8488, -2.8982], [1.7595, 1.2651, -2.8095], [-2.6369, -1.5105, -2.0576], [-2.4488, 3.2659, -1.0323], [2.4837, 2.4846, 0.8432], [5.6792, 4.3459, -3.6522], [4.0686, 5.5301, -4.4383], [1.6171, 3.4739, -1.7684], [-0.8928, -3.5435, 0.8397], [2.3371, 3.3447, 0.1883], [-3.0186, -2.4531, -2.4662], [-1.7119, -3.1448, 0.2352], [4.8671, 3.0965, -0.9495], [5.0076, 2.7923, 0.7754], [4.6298, 4.3724, -3.9153], [-4.5916, 4.5141, -1.7275], [0.0529, -2.7813, -2.1086], [3.8417, 3.2498, -3.7216], [4.8531, 3.5735, 0.0296], [2.1342, 2.8462, -1.1620], [0.9489, -3.1126, -1.5771], [-0.2191, 0.5380, -0.1050], [2.7247, 5.5593, -4.7855], [2.1098, 1.5578, -1.4992], [1.6343, 2.0637, -3.9447], [-3.4438, -1.0389, -1.4908], [3.5283, 4.7650, 1.2469], [3.4011, 5.0900, -0.4735], [-1.2284, 3.6131, -1.6842], [-3.6441, 3.9455, -1.4042], [0.3914, -2.1812, -2.9588], [-2.1518, -3.9774, -0.3249], [2.3472, 0.2692, -0.4620]],
  "forces_ev_per_a": [[0.0, 0.0, 0.0], [0.1, 0.0, 0.1], [0.0, 0.0, 0.0], [0.0, 0.0, 0.0], [0.0, 0.0, 0.0], [0.0, 0.0, 0.0], [-0.4, 0.8, -0.2], [0.0, 0.0, 0.0], [0.0, 0.0, 0.0], [0.0, 0.0, 0.0], [0.0, 0.0, 0.0], [0.0, 0.0, 0.0], [0.0, 0.0, 0.0], [0.0, 0.0, -0.1], [-0.2, 0.1, 0.1], [0.0, 0.0, 0.0], [0.4, -0.2, 0.1], [0.0, 0.0, 0.0], [0.0, -0.1, 0.0], [0.0, 0.0, 0.0], [0.1, -0.1, 0.2], [0.0, 0.1, 0.0], [0.0, 0.0, 0.0], [0.0, 0.0, 0.0], [0.1, 0.0, 0.0], [0.0, 0.0, 0.0], [0.1, 0.0, 0.0], [0.0, -0.1, 0.0], [0.0, 0.0, 0.0], [0.0, 0.0, -0.1], [0.0, 0.0, 0.0], [0.0, 0.0, 0.0], [0.0, 0.0, 0.0], [0.0, 0.0, 0.1], [-0.1, 0.0, 0.0], [0.0, 0.0, 0.0], [0.0, -0.1, 0.0], [0.0, 0.0, 0.0], [-0.1, -0.6, 0.0], [0.0, 0.0, 0.0], [-0.1, 0.1, 0.0], [-0.1, 0.1, -0.1], [0.0, 0.0, 0.0], [0.0, 0.0, 0.0], [0.0, 0.0, 0.0], [0.0, -0.1, -0.1], [-0.1, 0.0, 0.0], [0.0, 0.0, -0.1], [0.0, 0.0, 0.0], [0.2, 0.0, 0.1]],
  "nbo_charge": [0.209, -0.549, 0.210, 0.213, -0.095, 0.231, -0.624, 0.211, 0.197, -0.177, 0.203, 0.222, 0.447, 0.655, -0.453, -0.398, 0.107, 0.210, -0.660, -1.087, -0.246, 0.233, 0.213, -0.202, 0.445, 0.205, -0.232, 0.194, -1.081, 0.208, 0.208, -0.225, -0.355, -1.084, -0.176, -0.608, -0.618, 0.209, 0.697, -0.237, 0.298, 0.685, 0.213, 0.202, 0.200, 0.361, 0.290, 0.199, 0.195, -0.264]
}

=====

Calculated DFT total energy in order - -3123.579067; -318.406374; -808.391084; -1781.134175 Eh